{"formula": "C8H18O2", "method": "wB97M-V/def2-TZVPD", "symbols": ["C", "C", "C", "C", "O", "H", "H", "H", "H", "H", "H", "H", "H", "H", "H", "C", "C", "C", "C", "O", "H", "H", "H", "H", "H", "H", "H", "H"], "coordinates": [[1.26, -0.66, -0.29], [2.18, 0.65, 0.60], [2.28, -1.54, -0.97], [3.43, 0.22, 1.37], [0.42, -1.24, 0.62], [1.24, -0.44, 1.08], [0.71, -0.08, -1.05], [2.42, 1.25, -0.27], [1.52, 1.27, 1.22], [1.71, -2.29, -1.54], [2.89, -0.96, -1.66], [2.90, -2.05, -0.24], [3.17, -0.45, 2.18], [4.15, -0.28, 0.72], [3.92, 1.09, 1.81], [-2.30, 0.23, -0.47], [-3.33, 0.97, -1.35], [-2.97, -0.70, 0.54], [-1.42, 1.26, 0.22], [-0.59, 1.94, -0.34], [-1.63, -0.34, -1.12], [-1.75, 1.53, 1.24], [-3.95, 0.24, -1.86], [-3.57, -1.45, 0.04], [-2.22, -1.19, 1.15], [-2.83, 1.60, -2.08], [-3.99, 1.58, -0.74], [-3.64, -0.14, 1.20]], "mulliken_charge": [0.79, -0.75, -1.63, -1.21, -0.72, 0.09, 0.29, 0.51, 0.45, 0.46, 0.32, 0.31, 0.37, 0.31, 0.39, 1.14, -1.59, -1.55, -0.17, -0.51, 0.07, 0.38, 0.41, 0.40, 0.32, 0.37, 0.37, 0.38], "lumo_energy_ev": 0.94, "total_energy_ev": -12679.397, "e_above_lowest_ev": 4.299, "orbital_gap_ev": 10.3279}

=====

{"formula": "C5H25NO8", "method": "wB97M-V/def2-TZVPD", "symbols": ["C", "C", "N", "C", "C", "C", "O", "H", "H", "H", "H", "H", "H", "H", "H", "H", "H", "H", "O", "H", "H", "O", "H", "H", "O", "H", "H", "O", "H", "H", "O", "H", "H", "O", "H", "H", "O", "H", "H"], "coordinates": [[1.42, 1.28, 0.78], [0.05, 1.96, 0.63], [-1.08, 1.02, 0.56], [-1.19, 0.36, -0.76], [-2.66, 0.05, -1.07], [-0.37, -0.98, -0.65], [-0.54, -1.98, -1.30], [2.13, 2.00, 0.34], [1.82, 1.18, 1.77], [1.51, 0.35, 0.27], [-0.18, 2.49, 1.57], [0.10, 2.63, -0.24], [-1.20, 0.37, 1.34], [-0.67, 1.03, -1.48], [-2.94, -0.97, -0.86], [-2.75, 0.13, -2.15], [-3.28, 0.84, -0.65], [0.25, -1.05, 0.26], [2.31, 2.30, -2.39], [2.73, 3.06, -1.98], [2.33, 2.56, -3.32], [-2.07, -1.27, 2.19], [-1.49, -1.12, 2.97], [-2.30, -2.20, 2.21], [0.35, -0.77, 3.36], [1.14, -1.05, 3.86], [0.67, -0.99, 2.46], [1.97, -2.19, 1.61], [2.01, -3.13, 1.46], [2.80, -1.82, 1.29], [2.95, -0.06, -1.28], [2.76, 0.83, -1.63], [2.82, -0.72, -1.99], [1.34, -1.15, -4.06], [0.68, -1.37, -3.39], [1.16, -0.19, -4.11], [-3.81, 1.64, 1.90], [-3.05, 1.51, 1.29], [-3.54, 1.04, 2.62]], "mulliken_charge": [-0.80, -0.61, -0.29, 0.63, -1.69, 0.24, -0.62, 0.35, 0.28, 0.10, 0.36, 0.40, 0.20, 0.43, 0.28, 0.40, 0.40, 0.03, -0.57, 0.27, 0.25, -0.58, 0.32, 0.23, -0.69, 0.30, 0.38, -0.60, 0.26, 0.29, -0.65, 0.34, 0.33, -0.66, 0.34, 0.30, -0.71, 0.40, 0.30], "lumo_energy_ev": -0.07, "total_energy_ev": -23459.977, "e_above_lowest_ev": 2.600, "orbital_gap_ev": 8.4436, "smiles": "CCN[C@H](C)C=O.O.O.O.O.O.O.O"}

=====

{"formula": "C14H15Cl4IrN5O6P2", "method": "wB97M-V/def2-TZVPD", "symbols": ["Ir", "N", "C", "C", "P", "O", "O", "O", "P", "O", "O", "O", "H", "H", "H", "H", "H", "H", "H", "H", "N", "C", "C", "C", "C", "C", "C", "C", "N", "C", "C", "N", "C", "H", "H", "H", "H", "H", "H", "H", "Cl", "C", "Cl", "Cl", "C", "N", "Cl"], "coordinates": [[-1.43, -1.00, -0.80], [2.13, -3.27, 0.08], [1.39, -3.07, -1.23], [2.05, -3.80, -2.38], [1.51, -1.21, -1.40], [0.65, -0.86, -2.70], [2.95, -0.89, -1.50], [0.71, -0.64, -0.24], [-0.36, -3.53, -0.89], [-0.24, -5.12, -0.76], [-1.30, -3.11, -1.98], [-0.65, -2.92, 0.46], [2.97, -2.68, 0.07], [2.37, -4.24, 0.26], [1.47, -2.94, 0.81], [3.04, -3.38, -2.59], [1.44, -3.68, -3.27], [2.14, -4.86, -2.17], [1.18, -0.72, -3.50], [-0.88, -5.59, -1.32], [3.05, 7.08, 4.49], [2.43, 6.37, 3.83], [1.68, 5.49, 2.99], [1.15, 5.96, 1.79], [0.48, 5.10, 0.95], [0.34, 3.76, 1.29], [0.85, 3.29, 2.50], [1.51, 4.16, 3.35], [-0.30, 2.87, 0.39], [-0.39, 3.03, -0.98], [-1.07, 1.96, -1.45], [-1.41, 1.15, -0.39], [-0.91, 1.71, 0.69], [1.26, 7.00, 1.52], [0.04, 5.47, 0.03], [0.75, 2.25, 2.76], [1.91, 3.80, 4.29], [0.04, 3.86, -1.51], [-1.36, 1.72, -2.46], [-1.02, 1.32, 1.69], [-5.04, -4.08, -1.32], [-4.85, -3.52, 0.36], [-4.10, -4.78, 1.36], [-6.40, -3.01, 1.03], [-3.94, -2.39, 0.32], [-3.22, -1.50, 0.27], [-2.63, -0.57, -2.71]], "mulliken_charge": [1.49, -0.30, 0.87, -1.86, 0.67, -0.36, -0.79, -0.62, 0.90, -0.56, -0.64, -0.83, 0.37, 0.35, 0.30, 0.45, 0.43, 0.41, 0.32, 0.38, -0.44, 0.01, 0.39, -0.96, -0.42, 1.30, -0.27, -1.03, 0.30, -0.24, -0.81, -0.45, -0.15, 0.45, 0.39, 0.37, 0.44, 0.41, 0.50, 0.42, -0.05, 0.66, -0.06, -0.07, 0.05, -0.35, -0.38], "lumo_energy_ev": [-4.64, -4.75], "total_energy_ev": -106000.713, "e_above_lowest_ev": 0.205, "charge": 1, "orbital_gap_ev": [7.2980, 7.2060]}

=====

{"formula": "C3N3O", "method": "wB97M-V/def2-TZVPD", "symbols": ["C", "C", "C", "N", "N", "N", "O"], "coordinates": [[-0.90, 0.30, 0.96], [-2.41, -0.35, -0.22], [1.63, 0.04, -0.31], [-2.00, -0.26, -1.28], [1.25, 0.35, 0.76], [0.22, 0.16, 1.30], [2.21, -0.23, -1.20]], "mulliken_charge": [0.24, 0.33, 0.47, -0.05, -0.16, 0.25, -0.06], "lumo_energy_ev": [-10.09, -10.08], "total_energy_ev": -9609.914, "e_above_lowest_ev": 7.671, "charge": 1, "orbital_gap_ev": [6.9563, 6.9580]}